15
Properties=species:S:1:pos:R:3:forces:R:3 method="wB97M-V/def2-TZVPD" e_lumo_ev=-3.7107 smiles=CNO[C@H]1C[NH2+]1 gap_ha=0.3545 homo_energy_ev=-13.36 relative_energy_kcal_mol=119.31 charge=+1
C 2.397512 -0.349045 -0.164527 -0.775 -0.444 2.563
N 1.423774 0.701738 0.184431 -1.621 -0.302 -0.755
O 0.216912 0.106058 0.814075 -1.060 -0.578 -1.802
C -0.802203 -0.130118 -0.216400 4.038 2.072 2.499
C -2.027885 -0.763346 0.086707 -2.402 -1.877 -1.073
N -2.021714 0.759184 -0.009147 -0.853 2.518 -1.207
H 1.793928 -1.143258 -0.608569 0.247 -0.067 -0.010
H 3.012704 0.055708 -0.932942 0.834 0.252 -0.310
H 2.944723 -0.784125 0.753678 -0.567 0.717 -1.585
H 1.653409 1.497076 0.778359 0.281 -0.725 0.125
H -0.357280 -0.129951 -1.182887 0.013 0.158 -0.724
H -2.546324 -1.201533 -0.889924 0.930 0.750 2.597
H -2.202446 -1.289329 1.073566 -0.018 1.094 -1.241
H -2.390584 1.255907 -0.937166 0.725 -1.572 2.767
H -2.043344 1.434896 0.850322 0.229 -1.997 -1.844